Record 1
Computed, not measured: C37H38N4O4S3V as an isolated structure, with ωB97M-V/def2-TZVPD.

Geometry (Å):
V1 -1.81356 3.51884 -0.32064
C1 -4.51661 3.47894 1.68242
C2 -5.16660 3.79528 0.33639
S1 -4.11757 3.35427 -1.08788
C3 -4.18008 4.86946 -2.10040
C4 -3.65087 6.13210 -1.42623
S2 -1.99042 5.87950 -0.66048
C5 -2.26894 6.68644 0.93041
C6 -3.22058 5.95281 1.87098
S3 -2.86047 4.17323 1.95640
H1 -4.35184 2.40639 1.78353
H2 -5.15663 3.81893 2.49591
H3 -5.42798 4.84924 0.24821
H4 -6.08098 3.20963 0.24936
H5 -5.20429 5.01482 -2.44110
H6 -3.55123 4.60263 -2.95032
H7 -4.32824 6.48318 -0.64731
H8 -3.54695 6.92177 -2.16884
H9 -2.62004 7.69980 0.73339
H10 -1.27449 6.74941 1.37354
H11 -4.25626 6.07708 1.55921
H12 -3.11832 6.35729 2.87685
C7 5.22867 -6.21017 -0.84386
O1 5.51898 -5.50636 -2.04021
C8 5.12144 -4.21113 -2.11242
C9 4.55186 -3.50767 -1.05547
C10 4.11925 -2.20315 -1.25461
C11 4.24889 -1.59009 -2.48991
C12 4.86907 -2.28358 -3.52429
C13 5.30076 -3.58179 -3.34139
N1 3.68364 -0.30647 -2.79656
N2 3.33312 0.33438 -1.80073
C14 2.43843 1.41932 -2.02842
C15 1.83003 1.68666 -3.22735
C16 0.68362 2.49401 -3.33282
C17 0.08360 2.97292 -2.19011
O2 -1.13255 3.49455 -2.12008
C18 0.78932 2.80920 -0.95256
N3 0.14313 3.32805 0.14404
C19 0.74510 3.22587 1.31597
C20 2.00135 2.60940 1.47065
C21 2.61620 2.03575 0.40159
C22 1.99365 2.10669 -0.87032
H13 5.53663 -7.23748 -1.01503
H14 4.15966 -6.18825 -0.61963
H15 5.78127 -5.80223 0.00561
H16 4.43384 -3.96007 -0.08168
H17 3.64862 -1.65118 -0.45140
H18 5.00191 -1.78997 -4.48029
H19 5.77575 -4.13581 -4.14142
H20 2.23100 1.19767 -4.10736
H21 0.20862 2.66477 -4.29097
H22 0.20705 3.61416 2.16938
H23 2.44323 2.56576 2.45687
H24 3.56499 1.52654 0.50198
C23 -1.52329 -6.49988 2.42663
C24 -0.73737 -5.27944 2.84209
C25 0.06357 -5.34458 3.97599
C26 0.74997 -4.22299 4.41925
C27 0.63980 -3.03661 3.72106
C28 -0.14791 -2.95162 2.57006
N4 -0.24291 -1.67766 1.97189
C29 -0.23834 -1.38543 0.62140
C30 0.41829 -2.24165 -0.27723
C31 0.45056 -1.96828 -1.62910
C32 -0.19331 -0.84333 -2.13630
C33 -0.82538 0.01649 -1.25811
C34 -0.82784 -0.20473 0.12086
C35 -1.42082 0.82379 1.03154
O3 -1.23777 0.78820 2.24557
O4 -2.11628 1.77678 0.46546
C36 -0.85255 -4.07933 2.12098
C37 -1.77187 -4.02689 0.92589
H25 -1.30413 -7.33409 3.09240
H26 -1.28592 -6.80771 1.40548
H27 -2.59811 -6.31199 2.47056
H28 0.13854 -6.27695 4.52437
H29 1.36735 -4.27533 5.30835
H30 1.16315 -2.14733 4.05437
H31 -0.47097 -0.88721 2.56274
H32 0.91856 -3.11819 0.12226
H33 0.98825 -2.63344 -2.29603
H34 -0.17866 -0.63207 -3.19857
H35 -1.33973 0.88847 -1.63537
H36 -1.28908 -4.42628 0.02964
H37 -2.08519 -3.00971 0.70441
H38 -2.66781 -4.62236 1.10689

Properties
2S+1: 2
Charge: 0
Frontier orbital gap (alpha / beta) in eV: 6.296 / 5.609
⟨S²⟩: 0.761

In elementary charge units, the Mulliken charges are:
1. V 0.38
2. C -0.82
3. C -0.73
4. S -0.04
5. C -0.85
6. C -0.75
7. S -0.07
8. C -0.80
9. C -0.79
10. S 0.08
11. H 0.34
12. H 0.59
13. H 0.36
14. H 0.50
15. H 0.56
16. H 0.38
17. H 0.37
18. H 0.49
19. H 0.49
20. H 0.43
21. H 0.37
22. H 0.50
23. C -0.81
24. O -0.44
25. C 0.79
26. C -0.56
27. C -0.18
28. C -0.10
29. C -0.32
30. C -0.67
31. N -0.63
32. N 0.19
33. C -0.13
34. C -0.59
35. C -0.87
36. C 0.58
37. O -0.50
38. C 0.21
39. N -0.12
40. C -0.08
41. C -1.00
42. C -0.47
43. C 0.64
44. H 0.23
45. H 0.33
46. H 0.32
47. H 0.40
48. H 0.41
49. H 0.42
50. H 0.41
51. H 0.47
52. H 0.43
53. H 0.42
54. H 0.42
55. H 0.47
56. C -1.50
57. C 1.02
58. C -0.89
59. C -0.78
60. C -1.01
61. C -0.26
62. N 0.10
63. C -0.48
64. C -0.36
65. C -0.85
66. C -0.77
67. C -0.69
68. C 0.69
69. C 0.37
70. O -0.88
71. O -0.22
72. C 1.33
73. C -1.51
74. H 0.38
75. H 0.30
76. H 0.34
77. H 0.33
78. H 0.38
79. H 0.48
80. H 0.37
81. H 0.80
82. H 0.44
83. H 0.44
84. H 0.60
85. H 0.30
86. H 0.29
87. H 0.54

Record 2
Computed, not measured: C37H38N7O6PbS3 as an isolated structure, with ωB97M-V/def2-TZVPD.

Geometry (Å):
Pb1 -0.55906 -1.53697 0.04183
C1 4.00980 -2.48674 0.51917
C2 2.66404 -2.01095 -0.02751
N1 1.63176 -1.88882 0.92211
N2 1.96758 -2.53241 2.07784
C3 1.27808 -2.90121 3.06086
S1 -0.34816 -3.12569 3.73196
S2 2.18963 -3.65041 4.43629
C4 2.73128 -5.19180 3.62990
C5 1.60063 -6.07089 3.18711
C6 1.09429 -5.95635 1.89632
C7 0.00622 -6.71918 1.50047
C8 -0.58311 -7.60671 2.38774
C9 -0.07927 -7.73008 3.67543
C10 1.00504 -6.96336 4.07147
C11 2.76038 -0.80910 -0.95019
C12 3.85917 0.04415 -0.89252
C13 3.95110 1.16648 -1.69655
C14 2.91885 1.43659 -2.59249
C15 1.81689 0.61312 -2.66158
C16 1.69772 -0.52121 -1.83296
O1 0.63129 -1.27772 -1.87863
H1 3.92802 -3.49356 0.92023
H2 4.31093 -1.83992 1.34120
H3 4.76803 -2.46505 -0.25717
H4 3.34609 -5.68907 4.38251
H5 3.37252 -4.92389 2.79074
H6 1.53872 -5.25184 1.20559
H7 -0.38335 -6.61049 0.49636
H8 -1.43828 -8.19495 2.08007
H9 -0.53529 -8.42097 4.37352
H10 1.38849 -7.04831 5.08198
H11 4.67664 -0.18117 -0.21984
H12 4.82443 1.80377 -1.64688
H13 2.97930 2.30292 -3.24269
H14 1.00271 0.81856 -3.34621
C17 3.00395 5.08632 0.25220
C18 1.59481 4.94307 -0.32161
C19 0.67774 5.97388 0.34886
C20 1.65801 5.21589 -1.83046
C21 1.03025 3.54586 -0.09820
C22 1.71041 2.55068 0.58346
C23 1.15973 1.28090 0.66670
N3 -0.00424 0.96083 0.11737
C24 -0.71608 1.92695 -0.46598
C25 -0.22624 3.21466 -0.60060
C26 -2.07633 1.55771 -0.94220
C27 -3.10352 2.48711 -0.99294
C28 -4.38133 2.09581 -1.38269
C29 -4.55053 0.76078 -1.72551
C30 -3.47021 -0.10471 -1.63156
N4 -2.26277 0.27632 -1.24930
C31 -5.51861 3.11239 -1.38795
C32 -6.85114 2.48126 -1.78860
C33 -5.66786 3.70351 0.02122
C34 -5.18596 4.23329 -2.38067
H15 3.38096 6.08858 0.04063
H16 3.69133 4.36561 -0.19369
H17 3.01566 4.94739 1.33438
H18 1.06638 6.98144 0.18568
H19 0.61437 5.79886 1.42389
H20 -0.33340 5.93252 -0.05800
H21 2.09616 6.19993 -2.01152
H22 0.66790 5.20140 -2.28646
H23 2.27135 4.46696 -2.33336
H24 2.67968 2.71897 1.02710
H25 1.67162 0.47589 1.17710
H26 -0.81764 3.95311 -1.12460
H27 -2.91454 3.50731 -0.68884
H28 -5.50727 0.37038 -2.03882
H29 -3.58985 -1.15777 -1.86088
H30 -7.13947 1.68212 -1.10468
H31 -6.81798 2.07337 -2.80068
H32 -7.63346 3.24179 -1.76326
H33 -5.85081 2.91983 0.75714
H34 -6.50765 4.40139 0.04329
H35 -4.77540 4.24783 0.32969
H36 -5.09037 3.84101 -3.39460
H37 -4.24989 4.72912 -2.12168
H38 -5.97947 4.98360 -2.37569
O2 -3.04204 -0.94518 1.84757
S3 -2.01882 -0.99727 2.86937
O3 -2.44197 -0.83723 4.22883
O4 -0.80333 -0.28007 2.48957
O5 -1.52134 -2.58671 2.69051
O6 1.28933 -4.00308 -0.56487
N5 2.20233 -3.31092 -1.00692
C35 2.77367 -3.62274 -2.16384
C36 3.86659 -2.91261 -2.72985
N6 4.76319 -2.43773 -3.27324
C37 2.26416 -4.75450 -2.86574
N7 1.87680 -5.67191 -3.44055

Properties
Charge: -1
Frontier orbital gap in eV: 6.904

In elementary charge units, the Mulliken charges are:
1. Pb 1.43
2. C -1.99
3. C 0.84
4. N 0.80
5. N -0.89
6. C -0.04
7. S 0.05
8. S -0.27
9. C -0.75
10. C 0.29
11. C 0.35
12. C -0.74
13. C -0.45
14. C -0.55
15. C -0.47
16. C -0.34
17. C -0.95
18. C -1.33
19. C -0.30
20. C -0.44
21. C 1.49
22. O -1.18
23. H 0.22
24. H 0.54
25. H 0.54
26. H 0.51
27. H 0.17
28. H 0.21
29. H 0.45
30. H 0.38
31. H 0.36
32. H 0.36
33. H 0.40
34. H 0.42
35. H 0.48
36. H 0.41
37. C -2.11
38. C 2.06
39. C -1.65
40. C -1.44
41. C 0.71
42. C -0.81
43. C -0.91
44. N 0.93
45. C -0.17
46. C -1.07
47. C -0.32
48. C -0.75
49. C 0.09
50. C -0.61
51. C -0.72
52. N -0.09
53. C 2.15
54. C -2.21
55. C -1.63
56. C -1.57
57. H 0.45
58. H 0.32
59. H 0.39
60. H 0.45
61. H 0.39
62. H 0.30
63. H 0.47
64. H 0.31
65. H 0.19
66. H 0.48
67. H 0.40
68. H 0.78
69. H 0.73
70. H 0.51
71. H 0.45
72. H 0.43
73. H 0.42
74. H 0.43
75. H 0.37
76. H 0.45
77. H 0.33
78. H 0.37
79. H 0.31
80. H 0.44
81. O -0.63
82. S 0.99
83. O -0.64
84. O -0.61
85. O -0.26
86. O -0.77
87. N 1.26
88. C 1.40
89. C -0.23
90. N -0.66
91. C -0.34
92. N -0.59

What is the formula in the second record? C37H38N7O6PbS3